Record 1
{"formula": "C4H13N3O", "method": "ωB97M-V/def2-TZVPD", "e_above_lowest_kcal_mol": 88.59, "e_homo_ev": -7.219, "energy_ha": -399.60610, "elements": ["C", "C", "N", "N", "H", "H", "H", "H", "H", "H", "H", "C", "O", "C", "N", "H", "H", "H", "H", "H", "H"], "coordinates": [[1.0386, -2.2786, 1.2637], [1.2054, -0.9156, 1.0510], [0.5738, 0.1231, 1.5159], [1.9768, -3.1659, 0.5543], [0.2821, -2.7737, 1.8416], [2.0282, -0.6818, 0.3484], [0.5846, 1.5961, 0.3686], [-0.1145, -0.1440, 2.2115], [1.5459, -3.7825, -0.1403], [2.5458, -3.7468, 1.1753], [2.6327, -2.5609, 0.0533], [-0.9331, 2.2723, -0.6358], [0.4381, 2.2904, -0.3186], [-1.3175, 1.0615, -1.4799], [-2.7857, 0.9478, -1.5339], [-1.5521, 2.2618, 0.2730], [-1.1545, 3.1919, -1.1735], [-0.9619, 1.1858, -2.5010], [-0.8420, 0.1858, -1.0339], [-3.0450, 0.1337, -2.0786], [-3.1433, 0.7876, -0.5969]], "lowdin_charge": [-0.19, -0.37, 0.00, 0.10, 0.08, 0.10, 0.01, 0.04, 0.15, 0.15, 0.14, -0.30, -0.12, -0.28, -0.02, 0.11, 0.11, 0.11, 0.09, 0.05, 0.06]}



Record 2
{"formula": "C4H13N3O", "method": "ωB97M-V/def2-TZVPD", "e_above_lowest_kcal_mol": 46.67, "total_charge": 2, "e_homo_ev": -18.867, "energy_ha": -399.00888, "elements": ["C", "C", "C", "C", "N", "N", "N", "O", "H", "H", "H", "H", "H", "H", "H", "H", "H", "H", "H", "H", "H"], "coordinates": [[-1.3808, 0.2246, 0.1905], [0.6439, -1.7251, -0.7631], [0.4219, 0.8018, -0.6324], [1.1785, -0.4300, -0.2823], [-2.4251, 0.2037, -0.5643], [-1.3588, -0.0142, 1.4497], [0.8867, 1.9975, 0.1460], [1.4825, -0.3686, 1.1001], [0.5445, -1.9572, -1.8664], [-0.4946, -1.8844, -0.4431], [1.1993, -2.5696, -0.3491], [0.3005, 1.1211, -1.7041], [2.1950, -0.4042, -0.8762], [-2.3642, 0.3944, -1.5911], [-3.3450, -0.0627, -0.2095], [-0.5113, -0.4448, 1.8530], [-2.0753, -0.4684, 1.8518], [1.1468, 1.4889, 0.9811], [0.1686, 2.7581, 0.4751], [1.7661, 2.4288, -0.2821], [2.0209, -1.0897, 1.5167]], "lowdin_charge": [-0.22, -0.03, -0.01, -0.47, 0.23, 0.24, 0.21, -0.05, 0.13, 0.12, 0.11, 0.18, 0.20, 0.18, 0.17, 0.15, 0.10, 0.12, 0.24, 0.23, 0.18]}



Record 3
{"formula": "C4H13N3OS", "method": "ωB97M-V/def2-TZVPD", "e_above_lowest_kcal_mol": 0.00, "e_homo_ev": -9.155, "smiles": "CN(C)S(=N)(=O)N(C)C", "energy_ha": -797.80344, "elements": ["C", "N", "C", "S", "N", "O", "N", "C", "C", "H", "H", "H", "H", "H", "H", "H", "H", "H", "H", "H", "H", "H"], "coordinates": [[-2.1444, -0.0868, -0.8280], [-1.0629, 0.0280, 0.1218], [-1.4979, 0.0370, 1.4992], [0.2789, -1.0117, -0.1672], [0.2214, -1.6434, -1.5418], [0.4690, -1.8374, 1.1730], [1.5402, 0.0487, -0.2690], [2.2212, 0.3985, 0.9538], [1.3173, 1.1386, -1.1886], [-2.7945, -0.9464, -0.6232], [-2.7481, 0.8210, -0.7868], [-1.7160, -0.1922, -1.8221], [-0.6206, 0.0686, 2.1369], [-2.1167, 0.9179, 1.6750], [-2.0700, -0.8629, 1.7519], [-0.2668, -2.5145, -1.5932], [2.1478, -0.4618, 1.6146], [3.2706, 0.6007, 0.7402], [1.7773, 1.2748, 1.4390], [0.8720, 0.7267, -2.0886], [0.6490, 1.8980, -0.7639], [2.2734, 1.5986, -1.4329]], "lowdin_charge": [-0.13, -0.35, -0.13, 0.76, -0.18, -0.40, -0.37, -0.11, -0.12, 0.09, 0.09, 0.07, 0.07, 0.09, 0.09, 0.02, 0.07, 0.09, 0.09, 0.07, 0.08, 0.09]}



Record 4
{"formula": "C4H13N4O", "method": "ωB97M-V/def2-TZVPD", "e_above_lowest_kcal_mol": 80.39, "total_charge": 1, "e_homo_ev": -13.941, "energy_ha": -454.19966, "elements": ["C", "C", "O", "N", "H", "H", "H", "H", "H", "C", "C", "N", "N", "N", "H", "H", "H", "H", "H", "H", "H", "H"], "coordinates": [[0.8303, 2.3051, 0.3595], [-0.6186, 1.8138, 0.6129], [-1.3548, 1.3795, -0.2419], [-0.8573, 1.7397, 1.9535], [-1.8901, 1.3562, 2.2139], [-0.2545, 1.9154, 2.7719], [1.1378, 2.2199, -0.7204], [1.5302, 2.0488, 1.1099], [0.6831, 3.3921, 0.6814], [1.0327, -0.4995, -1.8140], [-0.4452, -1.7962, -0.3175], [-0.0857, -3.1008, -0.6025], [-0.3558, -0.9457, -1.3800], [-0.7895, -1.5305, 0.9041], [0.6038, -3.3308, -1.2604], [-0.7455, -3.8076, -0.1880], [-0.9298, -0.0762, -1.1520], [-1.1418, -0.5543, 1.1936], [-0.6686, -2.0202, 1.7703], [1.0584, 0.4857, -2.2782], [1.6459, -1.0854, -2.5281], [1.6151, 0.0911, -1.0882]], "lowdin_charge": [0.00, -0.60, 0.02, 0.12, 0.19, 0.13, 0.09, 0.06, 0.12, -0.05, -0.42, 0.18, 0.04, 0.24, 0.10, 0.16, 0.11, 0.13, 0.14, 0.07, 0.10, 0.07]}



Record 5
{"formula": "C4H13N4O", "method": "ωB97M-V/def2-TZVPD", "e_above_lowest_kcal_mol": 75.15, "total_charge": 1, "e_homo_ev": -12.774, "energy_ha": -454.20800, "elements": ["C", "C", "N", "N", "N", "H", "H", "H", "H", "H", "H", "H", "H", "C", "C", "O", "N", "H", "H", "H", "H", "H"], "coordinates": [[-1.5534, 2.4189, -0.6412], [-0.5302, 1.6293, 1.4971], [0.6180, 1.2766, 0.7599], [-1.5900, 2.2532, 0.8206], [-0.5843, 1.2749, 2.9030], [0.8754, 1.7283, -0.1023], [1.3657, 0.7308, 1.1922], [-2.4811, 2.4655, 1.2540], [-1.3111, 1.7212, 3.4746], [-0.3154, 0.4213, 3.2332], [-0.6158, 2.7359, -1.0484], [-2.1878, 3.3178, -0.8573], [-2.0494, 1.6939, -1.1479], [1.0350, -3.6936, -1.2080], [1.2094, -2.3790, -1.8741], [1.3669, -2.0244, -3.0215], [1.4206, -1.3384, -0.8304], [1.3409, -0.3745, -1.0414], [1.0858, -1.4739, 0.1326], [0.1620, -3.8944, -0.7036], [1.8747, -4.1631, -0.6445], [0.8641, -4.3261, -2.1463]], "lowdin_charge": [-0.03, -0.23, 0.17, 0.05, 0.18, 0.10, 0.13, 0.16, 0.13, 0.07, 0.08, 0.12, 0.06, -0.02, -0.51, 0.08, 0.08, 0.03, 0.07, 0.05, 0.11, 0.12]}



Record 6
{"formula": "C4H13N5", "method": "ωB97M-V/def2-TZVPD", "e_above_lowest_kcal_mol": 19.20, "e_homo_ev": -8.737, "smiles": "[H]/N=C(\\N)[C@H](N)N(N)CC", "energy_ha": -433.93957, "elements": ["H", "N", "C", "N", "C", "N", "N", "N", "C", "C", "H", "H", "H", "H", "H", "H", "H", "H", "H", "H", "H", "H"], "coordinates": [[3.1188, -0.9547, -1.9572], [2.6188, -0.1631, -1.5433], [1.6831, -0.6507, -0.7861], [1.5021, -2.0048, -0.6840], [0.7870, 0.3098, 0.0644], [1.3447, 0.3668, 1.4256], [-0.6006, -0.2323, 0.1013], [-0.7020, -1.3471, 1.0593], [-1.5762, 0.8246, 0.4250], [-2.1555, 1.3979, -0.8623], [1.4720, -2.4812, -1.5755], [0.6239, -2.1674, -0.1678], [0.8277, 1.2963, -0.4134], [2.3520, 0.4950, 1.3131], [1.0056, 1.2204, 1.8578], [-0.1446, -1.1030, 1.8919], [-1.6603, -1.4993, 1.3774], [-2.4188, 0.4288, 1.0059], [-1.1387, 1.6267, 1.0322], [-2.6595, 0.6177, -1.4438], [-1.3825, 1.8505, -1.4910], [-2.8970, 2.1692, -0.6294]], "lowdin_charge": [0.04, 0.09, -0.45, 0.10, -0.32, 0.05, -0.18, 0.01, -0.27, -0.10, 0.10, 0.05, 0.14, 0.09, 0.07, 0.07, 0.08, 0.11, 0.10, 0.08, 0.07, 0.07]}



| no. | molar mass (g/mol) | LUMO (eV) |
| --- | --- | --- |
| 1 | 119.168 | -0.3 |
| 2 | 119.168 | -8.0 |
| 3 | 151.235 | 0.8 |
| 4 | 133.175 | -3.2 |
| 5 | 133.175 | -3.8 |
| 6 | 131.183 | 0.9 |